The following is a quantum chemistry calculation of a molecular structure, C5H26BF4N10O8 at a distorted geometry, from the Open Molecules 2025 dataset.

Geometry as ORCA input:
```
! RIJCOSX wB97M-V def2-TZVPD def2/J DEFGRID3
* xyz -1 1
B -0.45082 0.36812 0.49855
F -0.69039 0.85377 -0.76975
F -1.31687 -0.73154 0.62340
F 0.84650 0.12364 0.72906
F -0.71484 1.39259 1.33195
O 0.24678 2.79690 0.26460
H -0.10220 1.91565 0.39821
H 0.39829 2.85454 -0.67877
O -0.08312 1.65256 -2.35960
H -1.00854 1.75282 -2.58270
H -0.08638 1.35734 -1.44907
O 1.81658 0.83027 2.22960
H 0.98823 0.36797 2.10170
H 2.25411 0.77829 1.37983
C -2.55995 -1.15971 -2.65611
O -2.47534 -2.37154 -2.42617
N -3.54181 -0.58417 -3.26182
N -1.84857 -0.25528 -1.95662
H -4.18281 -1.19665 -3.74565
H -3.55345 0.42552 -3.28388
H -1.17264 -0.76285 -1.40382
H -2.17164 0.66666 -1.70020
C 2.92010 0.70289 -0.20294
O 3.09500 -0.10068 0.72761
N 1.77067 1.05834 -0.65578
N 3.82225 1.10742 -1.02448
H 1.63587 1.54585 -1.53000
H 0.98721 0.73899 -0.10414
H 4.70129 0.62824 -0.89123
H 3.69979 1.90266 -1.63496
C -2.96583 1.10062 2.55718
O -3.92537 1.00232 3.30377
N -2.93521 0.65409 1.35013
N -1.90433 1.79707 2.75490
H -1.99109 0.54622 1.00794
H -3.77779 0.46266 0.82714
H -1.83221 2.49921 3.47733
H -1.16401 1.78620 2.06795
C 0.47625 -1.36175 3.11187
O -0.16910 -0.48814 3.62775
N 0.56559 -1.41294 1.80326
N 1.36957 -2.10481 3.73128
H 1.31357 -2.01701 1.49387
H 0.18740 -0.75362 1.13815
H 1.57105 -1.95118 4.70899
H 1.66887 -2.94958 3.26559
C 1.49937 -1.94199 -1.51918
O 2.03833 -1.84597 -0.43935
N 1.78458 -2.83886 -2.38240
N 0.61037 -1.06838 -1.96851
H 2.57850 -3.45419 -2.27678
H 1.20695 -2.85200 -3.21081
H 0.17836 -1.28764 -2.85474
H 0.39305 -0.17890 -1.54226
*
```

Electronic energy, eV: -48416.8063
Energy above the lowest of the compared OMol25 structures with the same formula, charge and spin, kJ/mol: 3143.6
M, g/mol: 441.13
Lowest unoccupied orbital energy, hartree: 0.0820

Need the Löwdin charges? In units of e they are: -1.294, 0.095, 0.210, 0.101, 0.311, 0.032, -0.067, 0.036, -0.042, 0.052, -0.228, -0.026, -0.006, -0.054, -0.704, 0.026, 0.167, 0.121, 0.122, 0.115, 0.084, 0.134, -0.672, 0.038, 0.159, 0.188, 0.116, -0.111, 0.121, 0.120, -0.774, -0.007, 0.179, 0.215, 0.049, 0.131, 0.128, -0.202, -0.736, 0.068, 0.177, 0.173, 0.114, -0.022, 0.111, 0.102, -0.697, 0.064, 0.183, 0.180, 0.127, 0.113, 0.119, 0.065


The following is a quantum chemistry calculation of 7 unconnected molecules or ions with the total composition C5H26N2O7 at a distorted geometry, from the Open Molecules 2025 dataset.

Geometry as ORCA input:
```
! RIJCOSX wB97M-V def2-TZVPD def2/J DEFGRID3
* xyz 0 1
C -2.18851 -1.18102 -0.88781
C -0.86668 -0.39616 -0.91785
C -1.14744 1.07223 -0.59359
C -0.16154 2.03452 -1.30310
O 0.05845 3.19418 -0.55156
N 0.16277 -0.92197 0.03095
C 0.53029 -2.34509 -0.14822
N -0.17518 -3.28212 0.72538
H -2.06117 -2.24837 -1.20817
H -2.62076 -1.16577 0.13002
H -2.91546 -0.69891 -1.52494
H -0.41685 -0.42974 -1.92184
H -2.17470 1.33284 -0.81317
H -1.04102 1.29664 0.46235
H -0.58590 2.35275 -2.28346
H 0.87377 1.55812 -1.49957
H 0.34737 2.94735 0.32988
H -0.17441 -0.74555 1.01113
H 0.43038 -2.66017 -1.17415
H 1.62562 -2.40588 0.06567
H -0.32194 -2.93450 1.60778
H -1.08082 -3.45898 0.34460
O 2.47143 0.57912 0.10285
H 1.66084 0.08567 -0.07031
H 3.16513 -0.01756 0.43869
O 0.97927 1.67275 2.05864
H 0.46080 0.89113 2.27673
H 1.62337 1.33522 1.39686
O 3.20913 1.53733 -2.27685
H 2.87112 2.44872 -2.30181
H 3.02277 1.15996 -1.38305
O -0.46331 -1.06692 2.92870
H 0.06348 -1.27672 3.67289
H -1.30893 -0.64703 3.25134
O -2.61290 0.25765 3.81242
H -3.49522 0.08744 3.46121
H -2.54141 1.20596 3.76108
O 1.28099 0.12295 -3.51820
H 1.51050 0.13485 -4.36892
H 2.00668 0.57508 -3.12259
*
```

Electronic energy, eV: -22919.7492
SMILES: C[C@@H](CCO)NCN.O.O.O.O.O.O
Energy above the lowest of the compared OMol25 structures with the same formula, charge and spin, kJ/mol: 94.1
M, g/mol: 226.27
Lowest unoccupied orbital energy, hartree: 0.0005

Need the Löwdin charges? In units of e they are: -0.060, -0.377, -0.134, -0.261, -0.072, -0.052, -0.265, 0.039, 0.079, 0.082, 0.068, 0.120, 0.108, 0.095, 0.132, 0.093, 0.049, 0.083, 0.115, 0.110, -0.001, 0.043, -0.064, 0.006, 0.104, -0.071, -0.008, 0.000, -0.083, 0.069, 0.003, -0.064, 0.042, 0.021, -0.020, 0.075, 0.065, 0.001, -0.033, -0.035


The following is a quantum chemistry calculation of 8 unconnected molecules or ions with the total composition C5H26N2O8 at a distorted geometry, from the Open Molecules 2025 dataset.

Geometry as ORCA input:
```
! RIJCOSX wB97M-V def2-TZVPD def2/J DEFGRID3
* xyz 1 2
C -0.63287 -0.91471 2.72365
N 0.43536 -0.83292 1.75647
C -1.51859 1.44385 -0.43271
C -0.86121 0.08841 -0.21153
C 0.31113 0.25669 0.83013
C 1.60414 0.45125 0.07333
N 1.90028 1.73780 -0.19646
O 2.28010 -0.47476 -0.34853
H -1.08069 -1.91198 2.70686
H -1.43250 -0.21287 2.49729
H -0.22972 -0.81753 3.73518
H 0.56063 -1.78118 1.25829
H -2.48908 1.45337 0.06846
H -0.91206 2.32154 -0.26535
H -1.83032 1.58150 -1.47435
H -1.49526 -0.72691 0.12207
H -0.45091 -0.19594 -1.18492
H 0.06731 1.13802 1.41177
H 1.25299 2.42649 0.16605
H 2.66482 2.08826 -0.75299
H 0.46036 -3.20533 -0.16133
H 0.54011 -3.88666 1.18991
O -0.01303 -3.24685 0.71731
H 1.84875 1.21290 3.36760
H 2.67812 2.38401 3.08003
O 1.74259 2.13133 3.07934
H 2.12150 -3.29814 -1.94899
H 1.65925 -1.97377 -1.36734
O 1.36180 -2.88623 -1.52117
H -1.64094 0.60585 -3.57149
H -2.98280 0.04333 -3.55042
O -2.26998 0.18958 -4.18471
H 0.34068 3.22083 2.38677
H -1.11172 3.25961 2.10384
O -0.27005 3.42266 1.65645
H 1.12879 1.47684 -2.60646
H 0.82274 0.65003 -3.95423
O 0.63131 1.42598 -3.42086
H -1.18902 -2.82453 -1.81979
H -1.92822 -2.85263 -0.50635
O -2.07376 -2.96717 -1.45084
*
```

Electronic energy, eV: -24959.6266
<S²>: 0.75
Energy above the lowest of the compared OMol25 structures with the same formula, charge and spin, kJ/mol: 0.0
M, g/mol: 242.27
Lowest unoccupied orbital energy (spin up / spin down), hartree: -0.1097 / -0.2727

Need the Löwdin charges? In units of e they are: -0.005, 0.143, -0.059, -0.123, -0.247, -0.485, 0.228, 0.063, 0.111, 0.114, 0.123, 0.123, 0.095, 0.059, 0.078, 0.105, 0.111, 0.104, 0.090, 0.143, 0.024, 0.096, -0.055, 0.057, 0.081, -0.038, 0.090, 0.025, -0.034, -0.013, 0.036, -0.056, 0.013, 0.064, -0.063, 0.000, 0.057, -0.029, 0.020, -0.001, -0.045


The following is a quantum chemistry calculation of 9 unconnected molecules or ions with the total composition C5H26NO10 at a distorted geometry, from the Open Molecules 2025 dataset.

Geometry as ORCA input:
```
! RIJCOSX wB97M-V def2-TZVPD def2/J DEFGRID3
* xyz -1 1
O 2.47891 0.63859 1.46026
C 1.26594 0.79848 1.79609
N 0.40348 0.18788 0.98272
C -1.05638 0.22275 1.16098
C -1.69142 0.59261 -0.35160
C -2.97077 -0.15870 -0.52992
O -2.99624 -0.84481 -1.75722
C -1.60830 1.19743 2.16568
H 0.84496 1.18837 2.72566
H 0.70271 -0.28357 0.00457
H -1.33010 -0.79583 1.34414
H -0.91170 0.54451 -1.07127
H -1.75974 1.69299 -0.24212
H -3.05106 -1.04825 0.16398
H -3.92004 0.38598 -0.61667
H -2.64734 0.99526 2.40662
H -1.13400 1.14383 3.12492
H -1.70514 2.32461 1.84961
H -0.45623 3.58169 0.02982
H 0.09278 2.65786 0.81170
O -0.31691 3.47645 0.94479
H 2.34604 -1.38667 0.88885
H 1.62441 -1.74633 -0.37395
O 2.13728 -2.18173 0.33179
H -0.56930 0.42325 -3.52061
H -2.11651 -0.69160 -2.31065
O -0.89760 -0.41385 -3.26755
H 1.52025 -1.22381 -2.09192
H -0.17071 -0.74025 -2.48047
O 0.88077 -0.83158 -1.54371
H 0.54464 -3.12723 0.00592
H -0.88371 -2.76792 -0.49127
O -0.45868 -3.40919 0.16030
H 0.49356 1.43720 -1.32607
H 1.44481 2.64019 -1.68599
O 0.57340 2.39683 -1.55662
H -0.00829 -2.72281 1.58763
H 1.20001 -2.41738 2.46454
O 0.20460 -2.41348 2.47951
H 2.90362 1.10258 -0.29454
H 2.96571 0.41787 -1.62443
O 3.08467 1.23088 -1.20211
*
```

Electronic energy, eV: -27572.7405
Energy above the lowest of the compared OMol25 structures with the same formula, charge and spin, kJ/mol: 348.0
M, g/mol: 260.26
Lowest unoccupied orbital energy, hartree: 0.1136

Need the Löwdin charges? In units of e they are: -0.089, -0.296, 0.044, -0.300, -0.093, -0.284, -0.156, -0.077, 0.135, 0.123, 0.098, 0.035, 0.102, 0.122, 0.112, 0.076, 0.058, 0.107, 0.004, -0.040, -0.040, 0.040, -0.044, -0.105, 0.005, 0.048, -0.150, -0.006, 0.028, -0.296, 0.076, 0.077, -0.115, 0.015, -0.009, -0.036, -0.056, 0.047, -0.103, -0.031, -0.006, -0.020


The following is a quantum chemistry calculation of 9 unconnected molecules or ions with the total composition C5H26O8, from the Open Molecules 2025 dataset.

Geometry as ORCA input:
```
! RIJCOSX wB97M-V def2-TZVPD def2/J DEFGRID3
* xyz 0 1
C -1.84652 0.26658 -2.42135
C -0.94860 -0.85377 -1.97624
C 0.36690 -0.86312 -2.17822
C 1.22434 -2.02143 -1.74171
C 1.08107 0.27842 -2.84027
H -1.81123 0.34759 -3.51152
H -2.88890 0.10783 -2.14087
H -1.56082 1.22079 -1.97843
H -1.42063 -1.70586 -1.49799
H 2.01910 -1.67669 -1.07593
H 1.72372 -2.46752 -2.60583
H 0.64431 -2.77264 -1.20777
H 0.84261 0.31195 -3.91128
H 2.16291 0.18870 -2.77824
H 0.78087 1.24486 -2.43177
O -0.40457 -2.32258 1.33809
H -0.40515 -2.98610 2.03549
H 0.38020 -1.76456 1.51169
O 0.83790 2.46511 0.00915
H -0.10822 2.22870 -0.07484
H 0.94655 2.52816 0.97813
O 1.00619 1.96608 2.92697
H 0.10629 1.87391 3.27455
H 1.24345 1.05557 2.67879
O -2.66655 -0.76450 1.07330
H -1.89083 -1.36390 1.12975
H -3.25576 -1.12042 0.40216
O -1.82204 1.82529 0.42644
H -2.05070 0.87482 0.49121
H -1.77571 2.12997 1.33991
O -1.48273 0.54923 3.21002
H -2.35672 0.28012 2.89905
H -0.90322 -0.14424 2.86763
O 1.67678 -0.62631 2.08794
H 2.42313 -0.98789 2.58011
H 2.06963 -0.24759 1.24321
O 2.68567 0.58123 -0.06465
H 3.44558 1.13607 0.14082
H 1.93172 1.22816 -0.20752
*
```

Electronic energy, eV: -21988.3366
SMILES: CC=C(C)C.O.O.O.O.O.O.O.O
Energy above the lowest of the compared OMol25 structures with the same formula, charge and spin, kJ/mol: 0.0
M, g/mol: 214.26
Lowest unoccupied orbital energy, hartree: 0.0054

Need the Löwdin charges? In units of e they are: -0.101, -0.145, -0.357, -0.068, -0.065, 0.079, 0.067, 0.059, 0.091, 0.060, 0.081, 0.064, 0.088, 0.072, 0.070, -0.054, 0.069, 0.016, -0.072, 0.019, 0.029, -0.068, 0.021, -0.008, -0.074, 0.013, 0.066, -0.069, 0.012, 0.043, -0.053, 0.037, 0.025, -0.080, 0.082, 0.031, -0.075, 0.073, 0.023


The following is a quantum chemistry calculation of 8 unconnected molecules or ions with the total composition C5H27NO8 at a distorted geometry, from the Open Molecules 2025 dataset.

Geometry as ORCA input:
```
! RIJCOSX wB97M-V def2-TZVPD def2/J DEFGRID3
* xyz 0 1
C -2.24238 1.06615 0.86370
C -1.18871 1.32408 1.91379
N 0.12028 0.71746 1.57570
C 1.22392 1.63786 1.51143
C 1.35222 2.64018 0.33419
C 2.51548 0.78755 1.71143
O 2.91967 0.19360 0.48724
H -3.23538 1.28962 1.22655
H -1.90766 1.49559 -0.04114
H -2.30644 -0.04935 0.72427
H -1.22240 2.39735 2.18969
H -1.36770 0.88402 2.92762
H 0.06869 0.12152 0.70004
H 1.08382 2.32299 2.42100
H 0.41169 3.03483 -0.04919
H 1.92359 3.50676 0.70886
H 1.79136 2.03370 -0.48681
H 2.25794 -0.01481 2.42818
H 3.40633 1.18576 2.20937
H 3.03112 0.96891 -0.07135
O 1.20491 -0.60200 -3.25267
H 1.53937 -0.74749 -4.14466
H 0.24430 -0.73834 -3.29455
O -1.44136 -0.84183 -3.12238
H -2.14855 -0.85343 -3.79309
H -1.76498 -1.35319 -2.35962
O -1.12539 -1.91691 1.99130
H -0.75691 -1.00043 1.93035
H -0.45597 -2.28770 2.60515
O -1.04122 3.48021 -1.84642
H -1.85922 2.94735 -1.92110
H -0.59244 3.23695 -1.04335
O 2.19455 -3.16278 -0.56899
H 3.06285 -2.78646 -0.40318
H 1.94281 -2.83539 -1.45086
O -0.44393 -3.81778 -0.10963
H 0.30742 -3.43493 -0.59306
H -0.57499 -3.28140 0.69647
O -2.48341 -2.39344 -1.17369
H -1.76872 -3.04724 -1.15309
H -2.67452 -2.10754 -0.27750
*
```

Electronic energy, eV: -23492.2129
SMILES: CCN[C@H](C)CO.O.O.O.O.O.O.O
Energy above the lowest of the compared OMol25 structures with the same formula, charge and spin, kJ/mol: 183.5
M, g/mol: 229.27
Lowest unoccupied orbital energy, hartree: 0.0181

Need the Löwdin charges? In units of e they are: -0.067, -0.282, -0.086, -0.379, -0.013, -0.219, -0.070, 0.083, 0.044, 0.068, 0.120, 0.119, 0.150, 0.156, 0.038, 0.102, 0.090, 0.118, 0.114, 0.057, -0.086, 0.028, -0.037, -0.070, 0.072, -0.004, -0.074, 0.007, 0.077, -0.055, 0.050, -0.046, -0.057, 0.048, 0.046, -0.069, 0.013, 0.015, -0.057, 0.021, 0.035